No. 1
A structure of composition C29H76N5O15Zn. Source: the Open Molecules 2025 dataset; level of theory: ωB97M-V/def2-TZVPD.

Values from the calculation:
Electronic energy   -117879.660 eV
Total charge   +1
2S+1   1

Geometry as XYZ:
```
126
C29H76N5O15Zn (ωB97M-V/def2-TZVPD)
C -2.20 -5.71 -0.37
N -0.82 -6.09 0.09
C -0.60 -5.74 1.55
C -0.62 -7.60 -0.03
C 0.27 -5.52 -0.85
C 0.34 -3.97 -0.93
O 0.34 -3.38 0.35
H -2.25 -4.63 -0.45
H -2.94 -6.09 0.34
H -2.33 -6.22 -1.32
H 0.45 -5.88 1.79
H -1.18 -6.34 2.25
H -0.87 -4.70 1.67
H -0.61 -7.83 -1.09
H -1.38 -8.05 0.60
H 0.37 -7.85 0.34
H 0.08 -5.84 -1.87
H 1.22 -5.86 -0.44
H -0.51 -3.57 -1.49
H 1.24 -3.63 -1.45
H 0.07 -2.48 0.09
Zn -2.65 -0.48 -0.53
O -2.21 1.38 0.25
C -0.79 1.50 0.16
C 0.02 0.17 0.09
O -0.62 -0.88 -0.62
H -0.38 2.16 0.92
H -0.57 2.07 -0.75
H 0.16 -0.23 1.10
H 1.05 0.43 -0.20
C 2.48 4.40 3.72
C 1.87 3.10 4.24
C 2.40 1.94 3.34
C 1.83 0.57 3.71
C 2.60 -0.60 3.07
C 1.99 -1.97 3.42
H 3.58 4.43 3.71
H 2.25 5.28 4.31
H 2.16 4.66 2.71
H 2.07 2.92 5.30
H 0.79 3.10 4.08
H 3.49 1.94 3.36
H 2.02 2.14 2.33
H 1.97 0.44 4.79
H 0.75 0.62 3.54
H 2.56 -0.51 1.98
H 3.68 -0.56 3.20
H 1.81 -2.16 4.48
H 0.97 -2.04 3.04
H 2.58 -2.76 2.96
C -3.28 4.57 -1.16
C -2.87 5.18 0.16
O -1.69 4.51 0.70
O -3.91 3.29 -0.99
H -2.41 4.44 -1.81
H -4.03 5.20 -1.64
H -3.60 4.96 0.94
H -2.75 6.26 0.09
H -1.92 3.58 0.59
H -3.21 2.74 -0.60
C 5.52 -1.30 -0.57
C 4.00 -1.41 -0.61
O 3.57 -1.57 -1.94
O 6.09 -2.44 -1.17
H 5.88 -1.28 0.45
H 5.90 -0.48 -1.18
H 3.60 -0.47 -0.20
H 3.69 -2.21 0.07
H 2.60 -1.60 -2.02
H 5.78 -2.48 -2.08
C 1.64 4.55 -0.07
C 0.91 4.92 -1.43
O 0.80 6.29 -1.68
O 3.01 4.76 -0.11
H 1.35 3.54 0.24
H 1.22 5.15 0.75
H -0.07 4.44 -1.48
H 1.59 4.46 -2.16
H 0.07 6.45 -2.28
H 3.17 5.69 -0.32
C -0.93 -2.22 -4.19
C 0.26 -1.26 -4.13
O 0.97 -1.45 -2.90
O -0.65 -3.60 -4.46
H -1.70 -1.93 -4.91
H -1.46 -2.16 -3.23
H -0.05 -0.21 -4.19
H 1.01 -1.37 -4.92
H 0.43 -1.23 -2.12
H -1.43 -4.09 -4.18
O -2.51 0.21 -2.63
C -2.68 1.01 -3.56
N -3.55 0.80 -4.56
C -1.82 2.22 -3.69
H -3.89 -0.14 -4.73
H -3.78 1.51 -5.23
H -1.69 2.71 -2.72
H -2.23 2.96 -4.38
H -0.85 1.84 -4.01
O 3.26 3.15 -4.33
C 2.85 2.08 -3.91
N 2.73 0.99 -4.70
C 2.40 1.89 -2.47
H 2.89 1.13 -5.69
H 2.65 0.08 -4.28
H 2.78 2.72 -1.88
H 2.69 0.95 -1.99
H 1.32 1.90 -2.33
O -3.06 -1.39 1.27
C -2.93 -2.24 2.13
N -3.81 -3.25 2.19
C -1.92 -2.08 3.24
H -4.41 -3.32 1.39
H -3.84 -3.90 2.96
H -1.18 -2.88 3.28
H -2.32 -1.90 4.24
H -1.37 -1.17 2.98
O -4.82 1.84 4.47
C -3.73 1.94 3.93
N -3.30 1.01 3.03
C -2.78 3.14 4.16
H -3.82 0.15 2.93
H -2.73 1.35 2.27
H -1.91 2.81 4.73
H -3.21 3.88 4.83
H -2.46 3.68 3.27
```

---

No. 2
A structure of composition C16H31AuN4O7P3. Source: the Open Molecules 2025 dataset; level of theory: ωB97M-V/def2-TZVPD.

Values from the calculation:
Electronic energy   -68943.322 eV
Total charge   +1
2S+1   1

Geometry as XYZ:
```
62
C16H31AuN4O7P3 (ωB97M-V/def2-TZVPD)
Au 0.99 -0.40 -0.85
N 2.91 -4.60 -1.76
C 2.48 -3.44 -0.95
C 3.09 -3.44 0.43
P 0.63 -3.61 -0.95
O 0.49 -4.59 0.34
O 0.29 -4.35 -2.18
O -0.10 -2.33 -0.59
P 2.95 -2.00 -2.06
O 3.67 -0.95 -1.07
O 3.92 -2.58 -3.02
O 1.70 -1.34 -2.59
H 2.04 -4.88 -2.27
H 3.28 -5.39 -1.23
H 3.60 -4.20 -2.46
H 2.72 -4.29 1.01
H 2.77 -2.53 0.96
H 4.18 -3.45 0.40
H -0.33 -5.09 0.25
H 4.61 -0.95 -1.24
C 0.66 0.23 0.95
C 0.60 0.28 2.16
C 0.49 0.20 3.56
C 0.74 1.28 4.42
C 0.63 1.12 5.78
C 0.27 -0.12 6.31
C 0.01 -1.20 5.47
C 0.12 -1.05 4.11
H 1.04 2.23 4.01
H 0.83 1.94 6.45
H 0.18 -0.24 7.38
H -0.27 -2.15 5.89
H -0.07 -1.87 3.43
C -1.03 3.63 -3.64
N -1.83 2.83 -2.76
C -3.22 3.18 -2.65
P -1.07 1.92 -1.55
O 0.30 1.63 -1.99
N -2.16 0.67 -1.34
C -2.32 -0.05 -0.10
C -2.28 -0.17 -2.52
N -1.11 2.79 -0.11
C -2.33 3.16 0.56
C 0.05 3.58 0.22
H -0.99 4.68 -3.32
H -1.45 3.61 -4.64
H -0.01 3.23 -3.66
H -3.36 4.15 -2.15
H -3.75 2.41 -2.10
H -3.65 3.26 -3.65
H -1.98 0.55 0.74
H -1.75 -0.98 -0.11
H -3.38 -0.29 0.03
H -2.03 0.42 -3.41
H -3.31 -0.54 -2.60
H -1.60 -1.03 -2.47
H -2.54 4.22 0.44
H -2.23 2.97 1.63
H -3.16 2.58 0.17
H 0.89 3.26 -0.40
H 0.31 3.45 1.27
H -0.13 4.65 0.04
```

---

No. 3
A cluster of 2 separate species, C22H44FN3O5P2 in total. Source: the Open Molecules 2025 dataset; level of theory: ωB97M-V/def2-TZVPD.

Values from the calculation:
Electronic energy   -59528.811 eV
Total charge   0
SMILES   CCOP(=O)(CCCN(C[C@@H](F)OC[PH2]=N)OC[C@H](C)CC(C)C)OCC.c1ccncc1
2S+1   1

Geometry as XYZ:
```
77
C22H44FN3O5P2 (ωB97M-V/def2-TZVPD)
C 4.98 2.14 2.08
C 4.30 0.91 2.62
O 4.63 -0.29 1.88
P 4.09 -0.41 0.38
O 5.11 0.04 -0.56
C 2.55 0.51 0.13
C 1.32 -0.34 0.51
C 0.18 0.51 1.09
N -1.16 0.01 0.78
C -2.07 1.08 0.39
C -1.89 1.42 -1.08
F -3.15 1.73 -1.60
O -1.05 2.50 -1.23
C -0.68 2.72 -2.59
P 0.46 1.47 -3.33
N -0.08 0.99 -4.74
O -1.64 -0.58 1.99
C -2.54 -1.64 1.70
C -1.95 -3.00 2.05
C -0.48 -3.12 1.65
C -2.89 -4.13 1.57
C -2.55 -4.86 0.27
C -2.29 -3.94 -0.93
C -1.46 -5.94 0.45
O 3.67 -1.92 0.13
C 4.59 -2.92 0.65
C 5.72 -3.21 -0.35
H 6.05 1.97 2.13
H 4.73 2.97 2.74
H 4.69 2.39 1.08
H 4.66 0.73 3.63
H 3.22 1.01 2.71
H 2.54 1.44 0.68
H 2.52 0.77 -0.91
H 1.63 -1.02 1.29
H 0.99 -0.97 -0.31
H 0.28 1.54 0.77
H 0.28 0.50 2.17
H -3.09 0.76 0.51
H -1.92 1.97 1.00
H -1.54 0.54 -1.62
H -0.13 3.66 -2.59
H -1.52 2.88 -3.26
H 0.56 0.44 -2.37
H 1.75 2.04 -3.40
H 0.63 1.19 -5.44
H -3.39 -1.49 2.36
H -2.90 -1.60 0.68
H -1.96 -3.03 3.14
H -0.32 -2.78 0.64
H 0.09 -2.44 2.28
H -0.07 -4.11 1.80
H -3.04 -4.86 2.36
H -3.87 -3.67 1.42
H -3.44 -5.42 0.01
H -3.15 -3.93 -1.60
H -2.08 -2.92 -0.65
H -1.47 -4.32 -1.53
H -1.82 -6.91 0.16
H -0.54 -5.68 -0.08
H -1.21 -6.02 1.50
H 3.99 -3.81 0.77
H 4.96 -2.66 1.63
H 5.66 -4.25 -0.65
H 6.68 -2.99 0.10
H 5.58 -2.58 -1.21
C -3.67 5.91 -2.50
C -3.34 5.19 -1.36
C -3.30 5.87 -0.15
N -3.55 7.17 -0.02
C -3.85 7.84 -1.12
C -3.93 7.26 -2.38
H -3.71 5.42 -3.46
H -3.13 4.13 -1.40
H -3.06 5.34 0.77
H -4.05 8.90 -0.99
H -4.18 7.86 -3.25
```